Below is a 2-piece molecular cluster, C14H12BrNO8P overall, with properties calculated with ωB97M-V/def2-TZVPD.

Geometry as XYZ:
```
37
Properties=species:S:1:pos:R:3:forces:R:3:lowdin_charge:R:1
O -0.07082 -0.88682 2.51909 -1.75 0.70 -2.80 -0.44
P -1.07521 -0.84910 1.35348 2.14 -0.71 3.01 0.78
C -1.68009 0.91210 0.92196 -3.30 2.20 -0.73 -0.18
C -3.24195 1.10909 0.95527 1.92 3.07 -1.17 0.07
C -3.88756 2.50463 0.58658 4.62 -0.49 0.09 0.01
C -5.46958 2.75373 0.59328 -2.82 -1.67 -1.68 -0.37
O -6.24466 2.04684 -0.10184 3.92 3.13 2.95 0.12
O -5.96336 3.82763 1.38175 1.80 -2.53 -0.62 0.07
C -2.84377 3.62448 0.19760 0.66 -3.87 1.14 0.09
C -1.30740 3.30913 0.19522 -3.33 -0.86 0.36 0.08
N -0.76822 1.99928 0.55520 -3.61 1.04 -0.01 -0.06
C 0.71342 1.76656 0.50138 2.05 -0.87 0.46 -0.12
C 1.58532 3.06341 0.88692 0.84 2.60 -4.23 -0.71
O 1.96248 3.78719 -0.07896 -1.59 -3.13 4.67 -0.01
Br 2.03267 3.51425 2.75814 -0.58 -0.67 -1.60 0.74
H -2.22092 -1.64819 1.75427 0.28 1.04 -0.83 0.05
H -0.60624 -1.41490 0.12525 -0.41 0.51 0.33 0.03
H -3.94543 0.24359 1.22093 1.41 1.36 -0.40 0.12
H -5.55934 3.71259 2.27753 -0.30 0.51 -0.76 0.14
H -3.25488 4.64908 -0.08337 1.00 -1.51 0.40 0.13
H -0.63204 4.18669 -0.12928 -0.75 -1.99 0.71 0.16
H 1.06058 0.92219 1.21492 -1.15 1.28 -0.91 0.12
H 1.06853 1.44993 -0.55479 -0.89 0.81 1.60 0.17
C 1.80891 -4.13661 -1.47742 -0.24 0.25 0.50 0.08
C 2.76192 -4.14054 -2.41365 -0.51 -1.19 -0.98 -0.21
C 3.91272 -3.19350 -2.35402 0.67 0.47 -0.04 -0.30
O 4.77334 -3.23647 -3.21339 -0.46 -0.20 0.14 0.13
C 3.95511 -2.23178 -1.24556 0.08 -0.04 -0.20 0.09
C 3.00060 -2.22757 -0.31357 0.60 0.94 0.62 -0.22
C 1.86655 -3.19184 -0.35932 -0.30 -0.74 -0.40 -0.32
O 1.02286 -3.16604 0.52357 0.04 0.39 -0.02 0.05
O 3.02373 -1.33735 0.72318 -0.74 -0.83 -0.68 0.08
O 2.72084 -5.00966 -3.45861 0.56 1.20 0.92 0.11
H 0.96990 -4.81916 -1.50705 0.06 -0.01 0.00 0.14
H 4.78526 -1.53832 -1.22280 0.00 -0.04 0.01 0.14
H 2.22901 -1.53970 1.25925 0.19 -0.04 0.14 0.09
H 3.51776 -4.81481 -3.99112 -0.12 -0.12 0.00 0.12
```
Positions in Å, forces in eV/Å.

Results
E   -111900.919 eV
2S+1   1
Charge   +1


Below is C14H12Cl2N2O4PmYb as an isolated structure, with properties calculated with ωB97M-V/def2-TZVPD.

Geometry as XYZ:
```
36
Properties=species:S:1:pos:R:3:forces:R:3:lowdin_spin:R:1
Yb 0.25481 -0.69703 -7.11179 0.54 -0.69 -1.60 0.00
Pm -0.58456 0.06631 -2.43682 1.61 2.17 -1.12 4.04
Cl -1.05440 1.29047 -7.08366 -0.82 0.92 1.38 0.00
Cl 1.07794 -0.69683 -4.44588 -0.97 0.25 1.61 -0.02
C -1.07831 -2.24434 -1.89546 -1.22 -7.73 -0.03 -0.01
C -0.42944 0.39810 -9.75558 0.02 0.18 -3.72 0.00
C 0.25490 -2.03235 -9.79518 -0.45 -1.07 -4.59 0.00
O -1.24854 -3.39120 -1.92675 0.84 5.77 0.34 0.00
O -0.55257 0.46097 -10.89149 0.05 0.50 3.30 0.00
O 0.10701 -2.14836 -10.93707 0.77 0.01 4.88 0.00
C 0.85883 0.89160 4.17378 -0.41 -0.57 0.46 0.01
N 1.10101 1.18087 2.76834 0.50 0.79 -0.18 0.01
N 0.43822 0.46547 1.82627 -1.64 -1.41 0.01 0.10
C 0.63776 1.07061 0.60289 1.05 1.73 0.83 0.02
O 0.14454 0.58595 -0.49068 -0.96 -0.92 -1.63 0.00
C 1.44368 2.20457 0.79946 -1.23 -1.60 -0.73 0.01
C 1.67750 2.26801 2.16644 -0.11 -0.24 1.14 0.05
C 2.32212 3.34175 2.95055 0.63 0.85 0.22 0.01
C -0.50568 -0.58397 2.18193 0.79 1.36 -0.85 0.22
C -1.86588 -0.45218 1.87029 -1.61 -0.13 -0.70 0.03
C -2.76937 -1.47250 2.20619 0.51 2.36 -0.95 0.11
C -2.26961 -2.60906 2.85483 -0.90 -1.09 0.28 0.26
C -0.92233 -2.75506 3.16100 1.61 0.73 -0.01 0.05
C -0.04389 -1.73769 2.81493 0.15 -1.34 1.41 0.08
H -0.21485 0.90759 4.41702 0.20 0.17 -0.29 0.00
H 1.34079 1.62563 4.78585 0.36 0.45 0.18 0.00
H 1.24512 -0.09189 4.44433 0.19 0.23 -0.04 0.00
H 1.72580 2.86076 -0.00916 0.28 0.16 0.33 0.00
H 1.60284 3.80465 3.65770 0.30 -0.35 -0.25 0.00
H 3.21799 3.01322 3.52388 -0.64 -0.05 -0.29 0.00
H 2.66929 4.16111 2.28913 -0.27 -0.58 0.24 0.00
H -2.20900 0.47869 1.40256 0.00 -0.40 0.26 0.00
H -3.84149 -1.34541 1.99287 0.57 -0.14 0.23 0.00
H -2.97082 -3.39707 3.11640 0.08 -0.01 0.08 0.01
H -0.55528 -3.63213 3.68101 -0.05 -0.02 -0.08 0.00
H 0.99586 -1.78932 3.09183 0.23 -0.28 -0.11 0.00
```
Positions in Å, forces in eV/Å.

Results
Expectation value of S²   8.7734
E   -98969.729 eV
2S+1   6
Charge   +4


Below is C14H12Cl2N2O4RhTm as an isolated structure, with properties calculated with ωB97M-V/def2-TZVPD.

Geometry as XYZ:
```
36
Properties=species:S:1:pos:R:3:forces:R:3:lowdin_spin:R:1
Tm -3.19097 0.82279 -2.82200 0.43 -0.89 -2.51 2.02
Rh 0.24921 0.08241 0.73236 1.28 0.21 -0.67 1.80
Cl -4.30518 2.54293 -4.07119 0.72 -0.91 0.90 0.00
Cl -1.22972 -0.87258 -1.63671 -0.49 1.06 -0.32 0.11
C -1.47005 0.17445 1.18361 -8.53 -0.08 1.93 0.09
C -2.45774 2.14081 -1.03255 1.58 4.36 4.84 0.00
C -4.62436 0.75107 -0.95767 -4.48 0.05 5.48 0.00
O -2.63048 0.19623 1.34593 4.76 -0.01 -0.54 0.01
O -2.22121 2.80647 -0.11830 -0.95 -2.87 -4.02 0.01
O -5.27388 0.81733 -0.00379 3.02 -0.32 -4.52 0.00
C 5.91975 -2.59972 -0.32864 0.86 -0.61 -0.20 0.03
N 4.53139 -2.19332 -0.40200 -0.44 -0.07 0.29 0.25
N 4.12963 -0.94691 -0.07158 0.92 1.40 0.24 0.08
C 2.75596 -0.91068 -0.01323 0.10 1.67 0.78 0.09
O 2.17725 0.17997 0.31929 1.93 -2.28 -1.20 0.33
C 2.32471 -2.22759 -0.32809 -1.09 0.61 0.15 0.27
C 3.44920 -2.99188 -0.53010 1.01 -1.00 -0.34 0.02
C 3.57616 -4.43530 -0.82427 -0.41 -0.53 -0.23 -0.01
C 4.98575 0.17103 0.12092 -0.56 -0.15 0.17 0.23
C 6.00313 0.44145 -0.79723 1.83 0.91 -0.73 0.06
C 6.82180 1.55527 -0.59940 -0.29 -1.78 -1.30 0.09
C 6.58477 2.41635 0.48196 0.88 0.76 -0.15 0.33
C 5.52883 2.16372 1.36769 -1.95 -1.14 0.96 0.14
C 4.72451 1.04071 1.18683 0.00 1.11 0.94 0.02
H 5.95251 -3.66763 -0.55248 0.04 0.19 0.05 0.00
H 6.34904 -2.43849 0.67107 -0.36 0.09 -0.11 0.02
H 6.53219 -2.07366 -1.06677 -0.19 -0.17 0.10 0.01
H 1.28618 -2.50741 -0.36807 -0.06 -0.38 -0.16 0.01
H 4.23932 -4.63832 -1.67645 -0.14 0.15 0.17 0.00
H 3.94354 -5.01359 0.03757 -0.06 0.26 -0.09 0.00
H 2.58056 -4.82066 -1.07521 0.27 -0.01 0.06 0.00
H 6.14039 -0.21214 -1.66055 0.06 0.45 0.18 0.00
H 7.63962 1.74554 -1.29587 -0.25 0.07 0.15 0.00
H 7.21793 3.29263 0.63036 -0.08 -0.17 -0.04 0.01
H 5.32591 2.83219 2.20499 0.16 -0.14 -0.19 0.00
H 3.89714 0.82378 1.86501 0.48 0.17 -0.09 0.00
```
Positions in Å, forces in eV/Å.

Results
Expectation value of S²   12.0557
E   -83419.399 eV
Energy above the lowest of the compared OMol25 structures with the same formula, charge and spin   8.5 kcal per mole
2S+1   7
Charge   +4


Below is one molecule with the formula C14H12ClNO3, with properties calculated with ωB97M-V/def2-TZVPD.

Geometry as XYZ:
```
31
Properties=species:S:1:pos:R:3:forces:R:3:lowdin_charge:R:1
O -0.63556 -0.30641 -1.05948 -0.02 0.04 -0.14 0.12
C -0.49071 -1.03390 -0.11008 -0.19 -0.26 0.22 -0.44
C -1.64533 -1.86290 0.47861 -0.04 -0.01 -0.09 -0.11
O -2.88305 -1.49369 -0.05283 -0.18 0.33 -0.08 -0.04
C -3.34849 -0.21398 0.19889 -0.23 -0.01 -0.06 -0.19
C -2.79101 0.69212 1.08128 0.02 -0.22 -0.05 -0.02
C -3.38429 1.93276 1.26596 0.01 0.10 0.08 -0.09
C -4.53120 2.26832 0.57440 0.03 0.03 0.04 -0.09
C -5.09333 1.36870 -0.31550 0.06 -0.27 -0.10 -0.01
C -4.50972 0.12871 -0.51266 0.27 -0.01 0.22 -0.25
O -5.06384 -0.75044 -1.38567 0.01 -0.08 -0.05 0.08
N 0.67798 -1.24457 0.56085 0.01 -0.23 0.30 0.13
C 1.94208 -0.69876 0.30365 0.33 0.16 -0.13 -0.22
C 2.16863 0.24115 -0.69776 -0.18 -0.01 -0.04 0.00
C 3.44041 0.74412 -0.89846 0.22 -0.09 0.17 -0.09
C 4.48979 0.31417 -0.10231 -0.21 -0.06 0.01 -0.68
Cl 6.07827 0.94552 -0.35605 0.21 0.08 -0.03 0.67
C 4.27664 -0.62012 0.89943 0.00 0.08 -0.09 -0.11
C 3.00598 -1.12208 1.09850 -0.11 0.06 -0.11 -0.03
H -1.50836 -2.90974 0.18625 0.06 0.13 0.12 0.15
H -1.64618 -1.79908 1.57664 0.03 -0.01 -0.12 0.13
H -1.88960 0.45533 1.62578 0.09 -0.05 0.04 0.11
H -2.93751 2.63290 1.95496 0.04 0.06 0.05 0.10
H -4.99005 3.23396 0.71982 -0.04 0.09 0.01 0.10
H -5.98381 1.61071 -0.87283 -0.12 0.02 -0.08 0.12
H -4.48399 -1.52233 -1.43688 -0.04 0.03 0.00 0.11
H 0.65838 -1.90311 1.32785 -0.12 0.11 -0.12 0.14
H 1.35128 0.57320 -1.31512 -0.01 0.01 -0.01 0.10
H 3.61534 1.47173 -1.67479 0.03 0.07 -0.07 0.11
H 5.09717 -0.95047 1.51625 0.08 -0.02 0.04 0.11
H 2.83784 -1.85083 1.87895 -0.01 -0.08 0.09 0.11
```
Positions in Å, forces in eV/Å.

Results
Structure (SMILES)   O=C(COc1ccccc1O)Nc1ccc(Cl)cc1
E   -34868.027 eV
Energy above the lowest of the compared OMol25 structures with the same formula, charge and spin   0.0 kcal per mole
2S+1   1


Below is C14H12F11GaN3O5S2Se as an isolated structure, with properties calculated with ωB97M-V/def2-TZVPD.

Geometry as XYZ:
```
49
Properties=species:S:1:pos:R:3:forces:R:3:lowdin_charge:R:1
Ga -0.26678 0.22886 -0.55856 0.00 0.05 -0.40 0.19
F -1.68193 -2.52618 -4.19311 -0.01 0.20 -0.05 0.20
C -1.32157 -3.25180 -3.16430 -0.08 -0.16 0.15 -0.69
F -0.72748 -4.35694 -3.56289 0.01 -0.01 0.03 0.19
F -2.37019 -3.53304 -2.40058 0.05 -0.06 -0.14 0.17
S -0.15381 -2.34137 -2.05445 -0.44 0.44 0.43 0.73
O -1.04734 -1.22067 -1.54321 0.45 -0.47 0.03 -0.27
O 0.30338 -3.23144 -1.03725 -0.06 0.16 -0.25 -0.21
N 0.89534 -1.75872 -3.05180 0.19 -0.02 0.20 -0.25
S 1.97646 -0.71977 -2.58315 -0.08 0.01 -0.24 0.72
O 2.65691 -0.12468 -3.67036 -0.18 -0.02 0.19 -0.18
O 1.40203 0.23119 -1.57202 -0.01 -0.17 -0.02 -0.28
C 3.25634 -1.65614 -1.58827 -0.12 -0.01 0.04 -0.67
F 4.39934 -1.01925 -1.72976 0.08 -0.04 0.10 0.19
F 3.34462 -2.89084 -2.03621 0.06 0.03 -0.12 0.18
F 2.90167 -1.68076 -0.30638 -0.01 0.08 0.01 0.15
F -2.27896 4.99757 -5.12250 0.01 -0.01 0.04 0.16
C -1.99268 4.39007 -3.98360 -0.01 -0.01 -0.01 -0.12
C -1.90070 5.11382 -2.80643 -0.01 -0.05 0.01 -0.13
F -2.10483 6.42163 -2.81614 0.02 0.00 0.01 0.16
C -1.59728 4.46379 -1.61975 -0.04 0.31 -0.14 -0.25
F -1.50980 5.20115 -0.51294 0.03 -0.14 0.08 0.10
C -1.38672 3.09796 -1.57315 0.09 -0.03 0.08 -0.43
Se -0.96928 2.31099 0.11883 -0.18 0.01 -0.05 0.99
C -1.49446 2.40293 -2.76120 -0.11 -0.20 -0.17 -0.21
F -1.33544 1.05657 -2.77766 0.14 0.22 0.13 0.05
C -1.79066 3.01894 -3.96048 0.01 0.06 0.00 -0.13
F -1.88801 2.31034 -5.07621 0.00 -0.03 0.00 0.15
C 2.02891 0.95459 2.05021 0.01 0.03 0.07 0.00
N 1.10969 0.11889 2.81518 -0.07 -0.02 -0.06 -0.04
C 1.17616 0.23774 4.27654 0.06 0.08 -0.10 -0.12
C 0.75535 -1.06262 4.92226 0.02 -0.02 0.12 -0.14
C -0.60759 -1.45544 4.39936 -0.05 -0.03 -0.13 -0.12
N -0.58669 -1.47771 2.93360 0.05 0.07 -0.08 -0.05
C -1.57965 -2.29973 2.24209 0.02 -0.03 0.06 0.02
C 0.22530 -0.68969 2.22711 -0.10 0.05 0.00 -0.38
O 0.14846 -0.75926 0.94055 0.21 -0.23 0.18 -0.03
H 3.03731 0.80164 2.43412 0.00 0.02 -0.03 0.11
H 1.76695 2.00934 2.15219 0.00 -0.02 0.00 0.10
H 2.02005 0.68366 1.00051 0.04 -0.02 0.02 0.06
H 0.54020 1.06537 4.60251 0.00 0.01 0.00 0.14
H 2.20480 0.49545 4.52567 -0.02 -0.04 0.05 0.13
H 0.71844 -0.94697 6.00459 0.00 0.01 -0.01 0.13
H 1.48365 -1.84277 4.69438 -0.01 -0.01 -0.01 0.13
H -1.37874 -0.75919 4.74221 0.01 0.00 0.00 0.14
H -0.89392 -2.45203 4.73182 0.06 0.02 0.04 0.13
H -1.83096 -3.12835 2.89909 -0.03 -0.02 -0.04 0.10
H -1.16821 -2.69463 1.31756 -0.01 0.01 0.02 0.09
H -2.48768 -1.73251 2.03200 -0.01 0.01 -0.02 0.11
```
Positions in Å, forces in eV/Å.

Results
E   -198700.186 eV
Energy above the lowest of the compared OMol25 structures with the same formula, charge and spin   0.0 kcal per mole
2S+1   1
Charge   +1


Below is a 2-piece molecular cluster, C14H12N7O6 overall, with properties calculated with ωB97M-V/def2-TZVPD.

Geometry as XYZ:
```
39
Properties=species:S:1:pos:R:3:forces:R:3:lowdin_charge:R:1
O -3.15712 1.64359 1.86181 2.18 -0.07 -0.11 0.05
N -1.93489 1.86202 1.82744 -0.23 1.25 0.03 -0.33
O -1.45105 3.01777 1.75253 -0.71 -1.62 0.01 0.01
C -0.96197 0.77334 1.90965 -0.17 -0.07 0.53 -0.08
C 0.40593 1.02988 1.94197 -0.32 -0.44 -0.06 0.09
C 1.31400 -0.02777 2.16036 0.00 0.59 0.16 -0.13
N 2.72436 0.15790 1.95943 1.65 -0.24 -0.25 -0.33
O 3.21017 1.28022 1.70556 -1.16 -1.23 0.38 0.02
O 3.44220 -0.86741 2.02992 -1.10 1.39 0.03 0.03
C 0.90371 -1.33632 2.52041 0.99 -2.18 -0.23 -0.01
N -0.44515 -1.56809 2.34459 -1.38 0.58 0.40 -0.03
N -1.08043 -2.77684 2.47931 -1.09 1.14 -0.63 0.08
N -2.35738 -2.52285 2.30272 1.83 0.38 0.33 -0.02
N -2.59640 -1.20536 2.10077 0.90 0.23 -0.14 0.06
C -1.40751 -0.58553 2.11644 -0.25 -1.38 0.27 -0.20
H 0.77597 2.03477 1.75080 -0.08 -0.27 0.05 0.13
H 1.55215 -2.21170 2.43681 -0.56 0.85 -1.06 0.13
C 6.22035 -2.91458 4.28920 0.02 0.00 0.34 -0.08
C 4.90727 -3.64296 4.45884 0.19 0.31 0.44 -0.24
O 3.86781 -2.64185 4.53390 -0.08 -0.73 -0.13 -0.03
C 2.61318 -3.19013 4.51347 0.11 1.15 -0.06 -0.47
C 1.55568 -2.13013 4.51896 0.54 0.26 0.69 -0.05
C 0.35212 -2.47725 5.23245 -1.31 0.01 0.49 -0.24
C -0.16940 -3.79713 5.28369 0.14 -0.09 -0.25 -0.04
C -1.43911 -4.01861 5.79522 0.40 0.13 0.11 -0.17
N -2.18825 -3.05239 6.31602 -0.71 0.03 0.36 0.02
C -1.69840 -1.81480 6.36699 0.50 -0.12 -0.22 -0.18
C -0.44739 -1.47258 5.85590 -0.08 -0.40 -0.36 -0.03
O 2.48083 -4.39294 4.53907 -0.18 -0.07 -0.26 0.07
H 7.01869 -3.65874 4.27702 0.10 0.07 0.00 0.07
H 6.23956 -2.36913 3.34996 0.00 0.15 -0.03 0.07
H 6.39682 -2.22023 5.12528 -0.04 -0.19 -0.32 0.08
H 4.72839 -4.30592 3.61454 -0.15 -0.03 0.00 0.12
H 4.92478 -4.26111 5.37965 -0.21 0.34 -0.44 0.13
H 1.94797 -1.13993 4.74747 0.14 -0.25 0.15 0.12
H 0.41248 -4.63561 4.88439 -0.41 0.56 0.13 0.10
H -1.87966 -5.02870 5.79695 0.27 0.51 -0.04 0.10
H -2.34168 -1.06238 6.83733 0.26 -0.20 -0.19 0.10
H -0.11814 -0.43080 5.91059 0.02 -0.34 -0.10 0.10
```
Positions in Å, forces in eV/Å.

Results
E   -37422.355 eV
2S+1   1
Charge   -1


Below is a 2-piece molecular cluster, C14H12NO5S2 overall, with properties calculated with ωB97M-V/def2-TZVPD.

Geometry as XYZ:
```
34
Properties=species:S:1:pos:R:3:forces:R:3:lowdin_charge:R:1
C -4.51884 -1.30004 -1.81670 -0.22 0.00 0.02 -0.06
C -3.04433 -1.21351 -2.07461 0.31 -0.02 -0.10 -0.28
C -2.30061 -2.38550 -2.24108 0.14 0.12 -0.03 -0.04
C -0.92640 -2.33138 -2.45060 -0.09 0.24 0.02 -0.05
C -0.30256 -1.08438 -2.50362 -0.11 -0.30 -0.11 -0.29
S 1.46080 -1.04222 -2.70917 0.70 1.93 2.97 0.69
N 1.80456 0.12476 -1.42419 -0.74 -1.21 -2.01 0.00
C 2.57652 -0.12219 -0.48244 1.23 -1.25 0.21 -0.41
O 3.23041 -0.67365 0.34447 -1.59 0.85 -1.66 0.10
O 2.00368 -2.31314 -2.31633 -0.12 -0.20 -0.71 -0.30
O 1.81457 -0.39067 -3.93572 -0.21 -0.47 0.15 -0.29
C -1.02182 0.09788 -2.35617 -0.13 -0.08 -0.08 -0.05
C -2.39717 0.02504 -2.14757 0.09 -0.19 -0.03 -0.03
H -4.95109 -0.30033 -1.73569 -0.05 -0.13 0.01 0.07
H -5.02733 -1.83693 -2.62532 0.04 0.10 0.10 0.08
H -4.72496 -1.84332 -0.88704 0.03 0.11 -0.12 0.08
H -2.80314 -3.35317 -2.20083 0.11 0.22 0.03 0.11
H -0.33425 -3.23774 -2.55336 -0.09 0.20 0.03 0.11
H -0.51036 1.05658 -2.38480 -0.05 -0.20 0.01 0.12
H -2.98108 0.94093 -2.03837 0.19 -0.23 0.03 0.11
C 0.25571 1.35362 4.32060 0.07 -0.02 -0.03 -0.12
C 0.47168 2.60635 3.73101 0.17 -0.21 -0.19 -0.11
C 1.41853 2.74075 2.71306 -0.15 -0.20 0.20 -0.10
C 2.15105 1.62312 2.32029 -0.12 -1.63 -1.19 -0.34
S 3.52134 1.88651 1.13302 1.22 8.18 3.90 0.66
O 4.73566 1.22092 1.56655 1.01 -2.81 0.17 -0.49
O 3.13382 1.93388 -0.27389 -1.37 -2.80 -2.31 -0.45
C 1.93983 0.37619 2.87659 -0.70 -0.19 0.79 -0.09
C 0.98239 0.24050 3.89017 0.19 0.11 -0.06 -0.10
H -0.48098 1.24685 5.11910 0.19 0.04 -0.20 0.09
H -0.09036 3.47938 4.06659 0.09 -0.24 -0.09 0.09
H 1.59786 3.70000 2.22810 0.11 -0.21 0.11 0.10
H 2.49562 -0.48535 2.50787 -0.07 0.26 0.21 0.10
H 0.82126 -0.73976 4.34006 -0.07 0.23 -0.03 0.09
```
Positions in Å, forces in eV/Å.

Results
E   -48109.469 eV
Energy above the lowest of the compared OMol25 structures with the same formula, charge and spin   10.8 kcal per mole
2S+1   1
Charge   -1